(1)
Here is a 6-piece molecular cluster, C31H48F2NO20S overall at a distorted geometry from the OMol25 dataset. Energies are from ωB97M-V with the def2-TZVPD basis set.

HOMO-LUMO gap	7.07	eV

```
! RIJCOSX wB97M-V def2-TZVPD def2/J DEFGRID3
* xyz -1 1
S -0.826 -0.162 1.686
F -2.270 -1.986 -1.736
F -0.658 -4.259 -2.754
O -2.486 -0.076 1.441
O 4.232 1.472 8.151
O -4.839 -2.540 -8.641
O -3.713 0.319 -6.619
O -3.672 2.467 -5.964
O -2.725 0.871 -4.659
O 4.247 -2.472 12.679
O 2.555 -0.551 0.379
O -5.052 -2.348 -6.393
O 1.647 1.515 0.059
O -5.317 -4.355 -7.367
O 2.697 7.407 1.375
O 5.853 -2.824 11.146
O -0.413 1.215 2.182
O 0.879 7.830 0.086
O 3.306 3.087 6.855
O 3.247 0.946 6.177
O 6.016 -3.795 13.189
O -0.578 -1.179 2.757
O 1.945 5.834 -0.044
N -0.184 -0.931 -5.693
C 5.299 -1.154 9.482
C 2.401 1.689 5.297
C 1.491 0.140 0.150
C 5.428 -3.098 12.412
C -0.952 0.103 -1.005
C 3.208 5.387 0.449
C 0.045 -0.574 0.035
C -4.569 1.040 -7.500
C -0.282 -1.320 -4.220
C 0.725 -3.006 -1.076
C 3.365 6.195 1.703
C 0.502 -0.197 -3.330
C -4.437 0.527 -8.917
C -4.091 2.452 -7.324
C 3.648 1.803 7.155
C 4.032 -1.539 11.626
C -2.976 -0.934 0.398
C 3.195 3.892 0.690
C -0.410 0.665 -2.379
C 1.757 7.094 0.438
C 2.535 1.194 3.874
C -4.920 -2.960 -4.055
C -3.315 1.190 -5.653
C -5.564 -3.231 -5.398
C 4.777 -2.162 10.483
C 2.894 3.092 5.492
C 0.180 -2.143 0.125
C -5.227 -4.579 -5.964
C -5.051 -3.035 -7.569
C -0.195 -4.327 -1.360
C -2.365 -0.714 -1.073
H 2.873 5.750 2.573
H -0.453 -1.783 -6.227
H 2.129 0.183 3.786
H 0.258 -2.325 -4.115
H 4.171 -2.920 9.975
H 3.757 3.343 4.867
H 3.974 5.644 -0.293
H 4.413 6.385 1.946
H -3.058 -0.053 -1.722
H 4.105 3.564 1.199
H -5.600 0.918 -7.149
H 1.757 -3.447 -0.789
H -1.331 1.014 -2.991
H -5.230 -1.982 -3.677
H 0.868 -2.526 -2.089
H -1.002 -0.296 -5.814
H 4.434 -0.568 11.933
H 0.476 -5.257 -1.319
H 0.158 1.648 -2.148
H -1.295 1.090 -0.482
H 6.044 -0.497 9.938
H -3.830 -2.929 -4.141
H -4.210 -4.909 -5.729
H 4.492 -0.544 9.074
H -1.398 -1.360 -3.992
H 3.115 3.356 -0.258
H 0.889 -2.357 1.017
H -4.884 3.183 -7.492
H 3.586 1.134 3.576
H -5.197 -3.719 -3.321
H 5.799 -1.666 8.656
H 2.328 3.597 1.287
H -4.833 -0.491 -8.985
H -3.388 0.474 -9.221
H -6.648 -3.082 -5.335
H -4.980 1.162 -9.622
H 1.424 -0.618 -2.797
H 2.966 -1.430 11.418
H -2.901 -2.053 0.688
H 0.933 0.521 -4.134
H -0.823 -2.609 0.471
H -4.113 -0.738 0.306
H 2.004 1.844 3.175
H -5.932 -5.350 -5.649
H 2.109 3.833 5.328
H 1.368 1.575 5.641
H -3.234 2.705 -7.956
H -1.107 -4.389 -0.681
*
```

Löwdin population analysis, charges in e, atoms 1 to 5: 0.8072, -0.0580, -0.1544, -0.2527, 0.1257

---

(2)
Here is a 9-piece molecular cluster, C15H47NO9 overall at a distorted geometry from the OMol25 dataset. Energies are from ωB97M-V with the def2-TZVPD basis set.

energy relative to the best compared isomer or geometry (same formula, charge and spin)	84.9	kJ/mol
HOMO-LUMO gap	8.49	eV
SMILES	CC1(C)CCCC(C)(C)N1O.CC(C)O.CC(C)O.O.O.O.O.O.O

```
! RIJCOSX wB97M-V def2-TZVPD def2/J DEFGRID3
* xyz 0 1
O -13.970 12.878 -12.461
O -13.177 12.847 -9.547
O -9.993 9.924 -11.419
O -9.929 11.305 -15.355
O -8.272 16.211 -10.119
O -11.769 11.362 -13.180
O -12.166 10.880 -16.772
O -14.137 12.536 -15.326
O -15.924 8.095 -15.664
N -7.701 14.949 -10.175
C -5.822 15.765 -8.789
C -13.680 13.932 -8.758
C -8.344 14.085 -11.141
C -6.234 15.044 -10.103
C -12.487 14.663 -8.176
C -5.571 13.638 -10.107
C -8.315 14.502 -12.629
C -14.664 13.428 -7.745
C -16.477 8.962 -13.557
C -15.783 7.787 -14.287
C -14.310 7.928 -13.985
C -9.797 13.772 -10.659
C -6.138 12.590 -11.126
C -5.556 15.830 -11.235
C -7.674 12.665 -11.070
H -14.747 13.367 -12.189
H -6.329 15.283 -7.954
H -8.977 11.233 -15.283
H -12.031 11.374 -17.581
H -13.616 7.226 -14.447
H -17.563 8.869 -13.567
H -14.086 13.068 -16.119
H -12.490 11.505 -12.567
H -11.998 10.551 -13.635
H -10.194 11.783 -14.569
H -8.073 12.111 -11.920
H -5.619 15.332 -12.202
H -13.976 8.937 -14.223
H -5.781 11.612 -10.802
H -7.680 13.942 -13.316
H -8.304 16.501 -11.033
H -10.579 10.348 -12.046
H -7.996 12.188 -10.145
H -16.214 9.052 -12.503
H -5.760 12.695 -12.143
H -15.245 14.237 -7.304
H -5.642 13.131 -9.145
H -16.167 9.923 -13.966
H -11.327 10.937 -16.314
H -4.742 15.628 -8.725
H -9.237 14.064 -13.012
H -4.489 15.822 -11.011
H -6.135 16.808 -8.746
H -13.973 12.935 -13.416
H -13.353 11.987 -15.354
H -15.039 8.220 -16.015
H -11.971 14.002 -7.480
H -10.417 13.040 -11.177
H -12.813 15.604 -7.734
H -15.293 12.622 -8.123
H -14.191 7.940 -12.902
H -10.410 10.064 -10.569
H -4.510 13.661 -10.356
H -14.086 12.933 -6.964
H -13.606 12.885 -10.404
H -5.925 16.835 -11.442
H -11.745 14.814 -8.960
H -10.282 14.747 -10.609
H -16.084 6.801 -13.932
H -9.806 13.495 -9.605
H -14.248 14.546 -9.456
H -8.264 15.558 -12.895
*
```

Löwdin population analysis, charges in e, atoms 1 to 5: -0.0499, -0.0618, -0.0544, -0.0324, 0.0011

---

(3)
Here is C21H47BBr5ClF8KMgN4O14PS3 as an isolated structure at a distorted geometry from the OMol25 dataset. Energies are from ωB97M-V with the def2-TZVPD basis set.

HOMO-LUMO gap	0.69	eV

```
! RIJCOSX wB97M-V def2-TZVPD def2/J DEFGRID3
* xyz 0 1
Br -4.699 4.564 0.192
Br 3.149 -3.812 5.327
Br 1.174 -0.936 -1.602
Br 5.325 -5.282 3.480
Br 2.197 -5.771 2.979
K -5.321 0.957 -0.182
Cl -1.285 -2.613 -0.338
S 1.567 2.083 -0.431
S -1.582 4.917 2.119
S 7.937 -1.950 -3.129
P 1.270 -0.031 3.032
Mg 10.738 -3.230 -4.737
F 8.152 -7.415 3.974
F 6.596 -7.873 5.602
F 8.774 -8.617 5.856
F -3.896 2.967 -5.335
F -5.608 3.748 -6.381
F -5.881 2.684 -4.521
F 10.219 -8.329 7.213
F 8.271 -6.354 6.008
O 7.232 -1.564 -4.305
O 7.990 -0.705 -2.115
O -4.172 1.038 -7.275
O 9.254 -2.533 -3.189
O 1.656 1.124 0.854
O 0.401 -0.307 4.398
O 5.381 1.934 0.366
O 2.817 1.842 -1.218
O 1.477 3.547 -0.258
O 6.993 -2.913 -2.256
O 2.481 1.036 3.522
O 2.022 -1.283 2.669
O -6.762 -2.052 1.280
O -6.444 1.141 -6.977
N -2.605 -0.115 3.400
N -3.408 1.835 2.357
N -1.950 2.319 -2.628
N -4.334 -0.229 1.785
C -5.287 1.311 -6.395
C -3.575 3.086 -8.516
C 0.042 1.580 -1.348
C -4.131 1.670 -8.542
C -1.011 2.719 -1.543
C -2.080 0.305 0.849
C 0.423 0.825 1.587
C -5.176 2.698 -5.680
C -2.135 -3.170 2.347
C -0.344 0.147 -0.838
C -0.396 -1.620 0.957
C -0.817 -2.280 2.315
C -0.137 2.238 1.996
C -0.966 4.072 3.621
C -0.651 2.522 3.432
C 3.554 -4.520 3.573
C -0.574 -0.078 0.751
C 6.816 -2.354 -0.944
C -2.963 0.409 2.112
C 6.950 -0.856 -1.136
C -3.335 2.770 -2.367
B 7.941 -7.550 5.359
H -1.882 1.327 -2.823
H -3.443 1.060 -9.135
H -0.095 4.600 4.052
H 3.532 -3.681 2.887
H 6.032 -0.425 -1.544
H -1.541 3.098 -0.644
H 0.440 1.453 -2.383
H -6.182 -1.277 1.537
H -1.562 2.001 3.761
H -3.002 0.392 4.180
H -4.343 -1.214 2.052
H 4.611 1.758 -0.196
H -2.700 2.503 2.053
H 0.720 2.955 1.978
H -2.173 1.301 0.349
H 2.320 1.919 3.166
H 0.118 2.338 4.215
H -2.614 -0.352 0.120
H -3.430 3.792 -2.785
H -0.867 -1.650 3.216
H 5.847 -2.635 -0.539
H -0.808 2.577 1.186
H -7.162 -2.480 2.068
H -2.944 4.762 2.018
H -5.094 1.626 -9.057
H -0.455 3.588 -1.961
H 7.606 -2.743 -0.298
H 0.655 0.274 5.122
H -1.763 4.135 4.396
H -4.014 2.130 -2.968
H -0.046 -3.043 2.576
H -4.214 2.061 1.752
H -2.736 3.167 -7.824
H -5.052 0.617 -5.556
H -2.783 -1.101 3.547
H -1.958 -4.198 1.986
H -3.027 -2.681 1.911
H -4.332 3.805 -8.212
H 7.213 -0.342 -0.214
H 6.134 1.707 -0.182
H -2.352 -3.291 3.441
H -7.448 -1.795 0.629
H 0.661 -1.921 0.814
H -3.243 3.379 -9.515
H -5.048 0.192 2.416
H -3.629 2.756 -1.298
H -1.218 -0.190 -1.424
*
```

Löwdin population analysis, charges in e, atoms 1 to 5: -0.2427, 0.5576, 0.8307, 0.6512, 0.5312

---

(4)
Here is C31H44CoN4OP2 as an isolated structure at a distorted geometry from the OMol25 dataset. Energies are from ωB97M-V with the def2-TZVPD basis set.

HOMO-LUMO gap (alpha / beta)	5.48 / 4.55	eV

```
! RIJCOSX wB97M-V def2-TZVPD def2/J DEFGRID3
* xyz 0 4
Co -0.642 1.236 -2.084
P -1.336 -0.954 0.679
P 1.528 -0.142 0.073
O -0.524 -0.506 3.137
N -2.761 -1.785 1.067
N 2.618 -1.442 0.800
N 3.006 0.675 -0.702
N -2.089 0.414 -0.241
C -1.555 0.142 -3.307
C -1.086 2.394 -4.501
C -0.640 -0.223 4.465
C 3.618 -1.066 1.688
C 4.251 0.318 -1.297
C 4.387 -2.178 2.038
C -0.677 -0.694 -4.211
C 0.709 -1.416 -1.093
C -0.704 -1.922 -0.724
C -3.500 2.068 -0.918
C 2.991 2.065 -0.647
C -1.416 1.076 4.791
C -1.395 -1.375 5.165
C -4.766 -2.804 1.295
C 0.923 2.015 -3.048
C -2.809 -2.396 2.327
C -3.368 0.701 -0.670
C 3.871 -3.289 1.315
C -2.270 2.710 -0.702
C 0.244 2.935 -3.980
C -1.745 1.540 -3.453
C 0.780 -0.162 5.053
C 4.933 1.514 -1.616
C -1.386 1.714 -0.274
C 1.116 1.109 1.387
C 4.108 2.594 -1.210
C -4.029 -2.994 2.503
C 1.246 0.694 -3.333
C 2.788 -2.816 0.581
C 0.751 -0.169 -4.444
C -3.949 -2.138 0.405
H 1.354 -2.304 -1.130
H -1.761 3.229 -4.769
H 4.216 -4.313 1.338
H 2.181 2.591 -0.182
H -5.788 -3.111 1.088
H -1.429 -1.975 -1.557
H -2.422 -0.458 -2.960
H -0.868 1.958 0.642
H 4.254 3.672 -1.290
H -1.942 -2.300 2.957
H 2.260 0.399 -2.996
H 1.623 2.503 -2.332
H -1.412 -1.250 6.255
H 0.781 -0.109 6.141
H 1.333 -1.050 4.722
H -4.357 -3.508 3.394
H 3.698 -0.049 2.012
H -0.967 -2.355 4.922
H -2.419 1.044 4.342
H -2.122 3.769 -0.445
H -0.712 -2.938 -0.263
H 1.333 0.637 2.348
H 1.283 0.721 4.639
H 5.194 -2.176 2.745
H 2.137 -3.406 -0.049
H 5.905 1.617 -2.078
H -2.432 -1.422 4.827
H -4.099 -0.064 -0.721
H -1.499 1.181 5.883
H 4.583 -0.698 -1.431
H -0.926 1.900 -5.465
H 1.397 -1.076 -4.536
H -0.573 -1.654 -3.690
H 0.096 1.521 1.519
H -0.001 3.867 -3.469
H -1.137 -0.978 -5.173
H -2.685 1.964 -3.084
H 0.875 0.284 -5.433
H -0.906 1.970 4.413
H 0.959 3.195 -4.782
H 0.694 -1.012 -2.121
H 1.648 2.072 1.283
H -4.431 2.553 -1.205
H -4.136 -1.883 -0.630
*
```

Löwdin population analysis, charges in e, atoms 1 to 5: 0.3088, 1.1074, 1.0430, -0.0830, -0.2431

---

(5)
Here is one molecule with the formula C4H5NO at a distorted geometry from the OMol25 dataset. Energies are from ωB97M-V with the def2-TZVPD basis set.

energy relative to the best compared isomer or geometry (same formula, charge and spin)	220.1	kJ/mol
HOMO-LUMO gap	10.16	eV
SMILES	C=C(C#N)OC

```
! RIJCOSX wB97M-V def2-TZVPD def2/J DEFGRID3
* xyz 0 1
O -0.881 0.406 -0.339
N 2.145 -1.564 -0.111
C -1.607 -0.827 0.004
C 0.509 0.412 -0.253
C 1.116 1.576 -0.006
C 1.378 -0.703 -0.166
H 0.618 2.587 0.050
H -1.440 -1.698 -0.677
H -2.718 -0.599 0.170
H 2.175 1.700 0.311
H -1.296 -1.292 1.016
*
```

Löwdin population analysis, charges in e, atoms 1 to 5: -0.1146, 0.1746, -0.0724, -0.3697, 0.0912

---

(6)
Here is C13H8Br4Cl3N3NaO2 as an isolated structure at a distorted geometry from the OMol25 dataset. Energies are from ωB97M-V with the def2-TZVPD basis set.

energy relative to the best compared isomer or geometry (same formula, charge and spin)	75.3	kJ/mol
HOMO-LUMO gap (alpha / beta)	4.90 / 7.20	eV

```
! RIJCOSX wB97M-V def2-TZVPD def2/J DEFGRID3
* xyz -1 1
Br 6.541 0.624 2.753
Br 1.284 0.378 4.985
Br 5.187 0.771 -0.288
Br 4.589 0.465 5.388
Cl -3.993 4.988 -0.800
Cl -1.462 6.154 -1.701
Cl -2.965 4.029 -3.850
Na 0.147 0.878 0.075
O 0.582 0.506 2.100
O 2.221 0.731 -0.110
N -1.043 -1.004 -0.677
N -1.206 2.619 -0.768
N -1.256 -2.125 0.039
C -1.499 -0.221 -2.958
C 3.820 0.534 3.671
C 4.136 0.673 1.266
C -1.874 -3.088 -0.670
C 1.823 0.556 2.231
C -2.436 4.731 -1.523
C 2.462 0.505 3.524
C -2.211 -4.419 -0.086
C -1.751 3.596 -1.058
C -2.077 -2.559 -1.924
C 2.708 0.664 1.034
C 4.672 0.614 2.520
C -1.543 -1.252 -1.877
H -0.469 0.034 -3.209
H -0.949 -2.154 0.997
H -1.992 0.701 -2.649
H -2.837 -4.317 0.802
H -1.988 -0.590 -3.858
H -2.754 -5.015 -0.816
H -2.555 -3.041 -2.759
H -1.311 -4.967 0.198
*
```

Löwdin population analysis, charges in e, atoms 1 to 5: 0.7065, 0.7711, 0.7811, 0.7064, 0.5489

---

(7)
Here is C28H32Cl2CrN8O3 as an isolated structure at a distorted geometry from the OMol25 dataset. Energies are from ωB97M-V with the def2-TZVPD basis set.

HOMO-LUMO gap (alpha / beta)	7.02 / 7.13	eV

```
! RIJCOSX wB97M-V def2-TZVPD def2/J DEFGRID3
* xyz 1 4
Cr -0.138 0.129 1.106
Cl 6.552 -1.121 -1.588
Cl -1.847 -2.535 2.402
O -1.087 1.923 -0.179
O -2.405 2.574 -1.863
O 1.015 0.457 -0.552
N -1.647 1.338 -4.089
N 0.588 -2.008 0.463
N 1.383 -2.632 2.555
N -0.590 1.686 2.453
N -2.094 -0.496 0.033
N -2.794 2.648 -5.561
N 1.602 0.370 2.101
N -2.027 0.579 -6.252
C -0.056 2.306 4.744
C -2.829 0.460 -0.819
C -2.013 1.764 -0.986
C 0.234 1.641 3.544
C 1.233 -2.895 1.227
C -3.356 -0.142 -2.125
C 2.803 0.162 1.660
C 2.238 0.119 -0.747
C -1.655 2.451 2.509
C 1.792 -4.071 0.689
C 2.236 0.710 4.493
C -2.141 1.510 -5.290
C -1.183 0.080 -3.519
C 2.741 -0.021 -2.068
C 4.500 -0.473 0.042
C -2.001 3.192 3.655
C 0.494 -2.283 -0.851
C -2.333 -0.814 -3.050
C -1.222 3.106 4.772
C 0.977 -3.415 -1.450
C 0.826 2.144 5.840
C 3.160 -0.113 0.316
C 1.414 0.872 3.412
C 1.655 -4.336 -0.645
C 1.930 1.351 5.715
C 4.031 -0.404 -2.307
C -1.176 -0.872 2.705
C 4.920 -0.641 -1.242
H 3.629 0.268 2.363
H -1.930 2.019 -3.342
H -0.540 0.357 -2.678
H -0.626 -0.955 3.647
H -2.714 -0.928 0.712
H -3.871 0.656 -2.661
H 0.608 2.646 6.773
H -2.889 3.806 3.637
H -2.264 2.486 1.618
H 4.389 -0.518 -3.322
H -0.545 -0.452 -4.229
H 0.863 -3.564 -2.514
H -1.896 -1.693 -2.569
H -2.873 -1.201 -3.919
H 0.766 -1.946 2.957
H 2.322 -4.748 1.346
H -4.113 -0.893 -1.882
H -1.765 -1.280 -0.521
H 2.076 -5.237 -1.069
H 5.191 -0.621 0.863
H 2.065 0.182 -2.888
H -2.914 3.332 -4.832
H -2.308 0.780 -7.195
H 3.126 0.098 4.427
H 1.626 -3.407 3.147
H -1.433 -0.217 -6.108
H 0.049 -1.505 -1.453
H -1.479 3.642 5.676
H -3.704 0.794 -0.252
H -2.064 -0.285 2.946
H 2.594 1.213 6.557
H -3.105 2.874 -6.488
*
```

Löwdin population analysis, charges in e, atoms 1 to 5: 0.8343, 0.6675, 0.5234, -0.0476, -0.0309